The following is a DFT calculation (wB97M-V/def2-TZVPD) of a molecular structure, C6H11NO.

Cartesian coordinates (Å):
C1 0.641 2.047 1.654
C2 0.422 1.494 0.322
C3 0.961 0.141 -0.219
C4 -0.462 -1.707 -0.424
C5 -1.232 -0.665 -0.995
C6 -0.584 0.558 -0.048
H1 1.748 2.583 1.569
H2 0.885 1.140 2.396
H3 -0.069 2.791 2.245
H4 0.720 2.344 -0.399
H5 1.113 0.214 -1.339
H6 1.579 -1.811 0.336
H7 -1.255 -2.142 0.394
H8 -0.572 -2.716 -1.004
H9 -2.152 -0.883 -0.521
H10 -0.732 -1.723 -2.788
H11 -0.649 0.108 0.934
N1 0.802 -1.095 0.235
O1 -1.165 -0.679 -2.347

Output
frontier orbital gap	0.3283	hartree
M	113.2	g mol⁻¹
energy	-9929.8499	eV
charge	0
relative energy (zero: lowest compared OMol25 entry of this formula, charge and spin)	198.42	kcal/mol